Molecular formula: C34H45F27O17PS
Method: DFT, ωB97M-V with the def2-TZVPD basis set

Output
**Highest occupied orbital energy**: -0.46318 Eh
**LUMO energy**: -4.49 eV
**Largest force on an atom**: 4.09 eV/A
**Net charge**: +1

```
125
Properties=species:S:1:pos:R:3:forces:R:3
C 2.021473 -0.527080 -1.399254 1.353 1.461 -1.109
P 3.525935 -1.562363 -2.000609 -1.908 -3.036 -0.025
O 3.239901 -2.066096 -3.609930 1.491 2.272 1.424
S 5.149256 -0.121746 -1.955312 -0.013 1.808 -1.079
C 6.594306 -0.764743 -0.982560 3.069 -0.162 2.494
F 7.689610 0.066477 -1.321651 -2.879 -2.293 0.500
F 6.890053 -2.102675 -1.317289 -1.132 3.826 0.883
F 6.441131 -0.598658 0.416232 0.038 -0.883 -3.671
H 1.100582 -1.170638 -1.266956 1.482 0.809 -0.143
H 1.888154 0.285162 -2.187828 -0.338 -1.166 1.159
H 2.368089 -0.004516 -0.443432 -0.576 -0.900 -1.143
H 3.284667 -3.043891 -3.686490 0.340 0.674 0.305
H 4.686168 1.015547 -1.269002 0.797 -1.091 -0.158
C -0.374166 5.520756 1.944300 0.165 0.040 -0.273
C -0.481295 4.031804 2.209983 0.083 0.932 0.331
O -0.681693 3.311676 0.978613 0.751 -0.766 -1.217
C 0.419326 3.062289 0.254196 -0.341 1.024 1.985
O 1.533282 3.397516 0.568207 -0.254 -0.603 -0.805
C 0.064803 2.256278 -0.990905 -1.052 -0.396 -1.537
F -1.019710 2.731907 -1.623990 0.502 0.002 0.542
F -0.203562 0.961005 -0.692946 0.167 0.457 0.309
F 1.058175 2.244551 -1.903108 0.010 0.310 0.558
H -1.243829 5.872214 1.390261 0.030 -0.090 0.318
H -0.302868 6.076228 2.881924 -0.004 -0.125 -0.021
H 0.505110 5.751535 1.338552 0.010 0.006 0.127
H -1.344988 3.837681 2.828906 -0.038 -0.013 -0.928
H 0.392682 3.652910 2.746008 -0.012 -0.086 -0.321
C 0.419669 -7.958963 -1.133951 0.247 0.272 0.150
C -0.452685 -7.279763 -2.171967 -0.030 -1.100 0.034
O -0.451353 -5.852831 -1.984087 0.597 1.353 -0.358
C 0.599696 -5.193074 -2.494603 -0.487 -2.251 -0.088
O 1.512829 -5.713953 -3.080535 -0.094 1.089 0.252
C 0.447553 -3.692959 -2.269311 -0.967 1.306 0.587
F 0.053901 -3.391848 -1.015743 0.285 -0.365 -0.354
F -0.466231 -3.147168 -3.092560 0.507 -0.513 0.092
F 1.602862 -3.013965 -2.477322 -1.520 -1.711 0.320
H 0.111389 -7.670363 -0.125973 -0.109 -0.110 -0.091
H 0.354700 -9.044599 -1.227026 -0.039 0.111 -0.032
H 1.465722 -7.664774 -1.244511 -0.049 -0.110 -0.105
H -1.486254 -7.610585 -2.054718 0.032 0.406 0.026
H -0.145203 -7.538357 -3.188401 0.090 0.276 0.107
C 4.860052 -4.789346 -1.375987 -0.254 -0.352 -0.001
C 6.263375 -5.365540 -1.349930 -0.064 0.527 -0.322
O 6.315918 -6.531374 -0.518326 -0.010 -0.809 0.062
C 5.895315 -7.680325 -1.087656 0.060 1.378 -0.981
O 5.491994 -7.766537 -2.216192 0.137 -0.390 0.809
C 6.050966 -8.845751 -0.115361 0.100 -1.682 1.303
F 5.611953 -8.544313 1.123105 0.020 0.336 -0.527
F 7.339100 -9.218599 0.014923 -0.286 0.499 -0.363
F 5.372591 -9.937021 -0.504105 0.132 0.759 -0.284
H 4.505690 -4.594910 -0.360036 0.115 0.137 -0.055
H 4.834726 -3.856223 -1.944590 0.157 -0.211 0.104
H 4.155522 -5.489938 -1.830827 0.092 0.036 -0.089
H 6.950670 -4.637800 -0.914710 0.020 -0.329 0.202
H 6.625978 -5.588277 -2.356937 -0.127 -0.199 0.130
C -4.082091 -0.934612 -2.340188 -0.323 -0.020 0.035
C -3.534354 -1.685163 -3.538986 0.413 0.586 0.353
O -4.425688 -2.740838 -3.928166 -0.701 -0.354 -0.627
C -5.476325 -2.372901 -4.688098 1.277 1.186 0.545
O -5.693632 -1.244380 -5.039306 -0.324 -0.893 -0.007
C -6.310016 -3.591456 -5.072171 -1.292 -1.525 -0.349
F -6.530946 -4.414286 -4.028100 0.316 0.518 -0.101
F -5.703541 -4.332679 -6.022415 0.209 0.521 0.253
F -7.517568 -3.259882 -5.557107 0.666 0.372 0.219
H -4.294966 -1.625176 -1.520177 0.149 0.023 -0.045
H -3.367269 -0.184149 -1.995256 -0.024 -0.061 -0.057
H -5.019603 -0.431643 -2.585158 0.138 0.049 -0.049
H -2.586713 -2.156015 -3.273765 -0.288 -0.247 -0.119
H -3.336257 -1.013607 -4.378757 -0.256 -0.122 -0.003
C 1.600557 2.438602 8.797789 -0.325 0.162 -0.007
C 1.720655 2.319586 7.290885 0.749 -0.067 0.566
O 0.423117 2.340623 6.672919 -0.836 0.582 -0.621
C -0.124356 3.557615 6.492174 1.810 -0.310 0.771
O 0.399412 4.590851 6.811825 -0.822 -0.318 -0.463
C -1.470853 3.435899 5.785027 -1.991 -0.115 -0.247
F -2.239877 2.458772 6.301507 0.603 0.226 0.011
F -1.324673 3.151961 4.467775 0.269 -0.323 1.428
F -2.197701 4.562377 5.852588 0.755 -0.255 0.094
H 0.938624 1.664704 9.192070 0.193 -0.018 -0.034
H 2.578946 2.342153 9.271422 -0.090 -0.024 -0.093
H 1.171687 3.401040 9.084091 0.129 -0.018 -0.046
H 2.174998 1.360089 7.034858 -0.343 0.023 -0.158
H 2.362327 3.100942 6.874709 -0.292 0.059 -0.026
C -2.332286 7.434280 -5.750294 -0.309 -0.093 0.129
C -1.187614 7.254993 -4.771901 0.157 0.105 -0.854
O -1.661019 7.320034 -3.417105 -0.312 -0.575 0.956
C -2.203607 6.189398 -2.926814 0.774 0.178 -1.768
O -2.308948 5.164033 -3.546043 -0.166 0.340 0.880
C -2.615738 6.384332 -1.470679 -0.953 0.333 1.684
F -3.265923 7.545866 -1.268428 0.323 -0.310 -0.456
F -1.547301 6.395471 -0.642740 0.003 -0.036 -0.797
F -3.431490 5.413783 -1.026513 0.452 0.119 -0.609
H -2.873520 8.360279 -5.541269 0.162 0.006 -0.059
H -1.960961 7.464848 -6.776626 0.018 0.006 0.106
H -3.052638 6.617871 -5.667719 0.134 -0.019 -0.059
H -0.471180 8.069916 -4.893519 -0.131 -0.011 0.355
H -0.647293 6.321614 -4.950712 -0.207 -0.011 0.204
C -6.233849 -0.165997 -8.056340 0.042 0.313 0.048
C -5.445406 -0.449362 -9.320265 -0.339 -0.630 0.473
O -5.218425 0.760190 -10.060525 0.749 0.846 -0.245
C -4.192547 1.524281 -9.640010 -0.500 -1.688 0.738
O -3.483423 1.253136 -8.706811 -0.103 0.655 -0.641
C -4.033411 2.745414 -10.540842 0.093 1.663 -1.051
F -5.210197 3.343640 -10.810469 0.204 -0.477 0.321
F -3.487170 2.421657 -11.730474 -0.121 -0.350 0.495
F -3.242904 3.688549 -9.999851 -0.213 -0.684 0.182
H -7.162875 0.358487 -8.293510 0.019 -0.161 -0.062
H -6.474524 -1.094351 -7.535518 0.024 0.088 -0.073
H -5.670451 0.475273 -7.375793 0.025 -0.167 -0.005
H -6.020931 -1.112058 -9.969743 0.090 0.319 -0.183
H -4.500751 -0.954190 -9.101208 0.018 0.284 -0.038
C 0.171773 1.266829 14.756458 -0.066 -0.246 -0.244
C 1.496121 1.976397 14.550595 -0.596 0.363 0.544
O 2.401395 1.155334 13.795474 0.458 -0.254 -1.069
C 2.234060 1.166837 12.460189 -1.021 1.056 1.314
O 1.391587 1.807405 11.887798 0.710 -0.618 -0.166
C 3.289192 0.296022 11.784188 1.250 -1.276 -0.722
F 3.449651 -0.890907 12.400276 -0.341 0.514 0.034
F 4.499566 0.890630 11.777714 -0.547 0.206 0.172
F 2.990508 0.020849 10.501618 -0.282 0.385 0.495
H 0.328921 0.287590 15.215377 0.030 0.141 0.090
H -0.486160 1.857065 15.397468 0.102 -0.020 -0.037
H -0.335587 1.095662 13.804782 0.012 0.133 0.057
H 1.968787 2.157003 15.518018 0.225 -0.202 -0.229
H 1.361635 2.949496 14.071191 0.072 -0.222 -0.171
```
Forces are in eV/Å.

Results of the Löwdin charge analysis, in e, for atoms 1 through 99: -0.24, 0.79, -0.31, 0.95, -0.63, 0.06, 0.08, 0.07, 0.06, 0.06, 0.07, 0.07, 0.05, -0.04, -0.19, 0.05, -0.38, 0.15, -0.50, 0.17, 0.13, 0.13, 0.06, 0.09, 0.08, 0.10, 0.13, -0.05, -0.19, 0.04, -0.37, 0.16, -0.48, 0.17, 0.17, 0.01, 0.09, 0.09, 0.07, 0.13, 0.13, -0.08, -0.20, 0.03, -0.36, 0.17, -0.52, 0.16, 0.17, 0.17, 0.09, 0.00, 0.07, 0.11, 0.13, -0.05, -0.20, 0.03, -0.36, 0.16, -0.52, 0.16, 0.16, 0.16, 0.09, 0.08, 0.08, 0.10, 0.13, -0.07, -0.20, 0.02, -0.37, 0.17, -0.50, 0.17, 0.11, 0.17, 0.08, 0.08, 0.08, 0.13, 0.13, -0.06, -0.20, 0.02, -0.37, 0.16, -0.51, 0.17, 0.14, 0.16, 0.09, 0.09, 0.08, 0.13, 0.12, -0.06, -0.20

***

Molecular formula: C34H45FN3NdO5S4
Method: DFT, ωB97M-V with the def2-TZVPD basis set

Output
**Highest occupied orbital energy (alpha / beta)**: -0.44762 / -0.44766 Eh
**LUMO energy (alpha / beta)**: -4.73 / -4.73 eV
**Largest force on an atom**: 3.41 eV/A
**Net charge**: +2
**⟨S²⟩**: 3.7527
**Multiplicity**: 4

```
93
Properties=species:S:1:pos:R:3:forces:R:3
Nd -1.287215 1.073029 2.082533 -0.486 0.699 3.300
C -2.586271 -0.031370 5.781614 -0.068 -0.057 0.017
C -3.824340 0.032478 4.899429 0.059 0.005 0.028
S -3.853926 1.295874 3.619111 -0.138 -0.249 -0.154
C -3.984382 2.835077 4.517955 0.034 0.149 0.061
C -3.964921 3.959208 3.481219 0.006 0.090 0.159
S -2.523427 4.007627 2.382511 -0.172 -0.116 -0.086
C -1.373054 5.040465 3.313786 0.075 -0.022 0.045
C -0.907657 4.490616 4.658689 -0.025 0.115 -0.086
S -0.077478 2.914675 4.408948 0.015 -0.037 -0.079
C -0.201417 2.164332 6.038772 0.084 -0.122 0.041
C 0.094381 0.669117 5.941634 -0.021 0.125 0.006
S -1.025812 -0.272876 4.879494 -0.043 -0.069 0.002
H -2.695245 -0.872311 6.465780 -0.025 0.011 0.060
H -2.492280 0.870694 6.382185 -0.043 0.015 -0.008
H -4.706888 0.158256 5.525037 -0.038 -0.023 0.059
H -3.947535 -0.890201 4.339756 -0.003 -0.117 -0.016
H -3.162419 2.913318 5.225927 0.006 0.096 0.045
H -4.926802 2.850856 5.064658 -0.038 0.084 0.041
H -4.056702 4.933473 3.964537 -0.015 -0.022 -0.003
H -4.816524 3.848534 2.810677 -0.062 0.008 0.019
H -1.839728 6.014599 3.449408 0.013 0.068 0.029
H -0.529287 5.178789 2.632564 0.011 0.009 0.059
H -1.743607 4.356533 5.343593 -0.030 0.054 -0.002
H -0.209420 5.190903 5.114240 0.000 0.081 0.019
H -1.195780 2.358078 6.440333 0.002 -0.022 0.061
H 0.524283 2.632348 6.702536 0.012 -0.024 0.070
H 0.083465 0.217999 6.931936 0.023 0.014 0.070
H 1.083467 0.497135 5.515701 0.039 0.035 0.028
C -3.570381 -3.652480 -3.725211 -0.015 0.097 -0.085
C -2.976651 -4.224774 -2.451193 0.106 0.296 0.066
N -2.191126 -3.226461 -1.691133 0.028 -0.205 -0.081
C -2.832775 -2.452235 -0.783657 -0.178 -0.072 -0.140
C -2.196969 -1.557262 0.001467 0.151 -0.070 -0.086
C -2.750338 -0.594480 1.001028 -0.888 -0.704 -0.568
O -2.606635 -0.895684 2.211277 -0.504 -0.585 -0.168
O -2.984748 0.585401 0.611970 -0.465 -0.673 -0.607
C -0.772835 -1.426010 -0.042351 -0.008 0.139 0.021
O -0.165899 -0.677642 0.764594 -0.069 -0.364 -0.658
C -0.109443 -2.160133 -1.105074 0.071 0.023 0.199
C 1.258388 -1.981116 -1.333653 0.088 0.097 0.212
C 1.876567 -2.665893 -2.333139 0.056 -0.013 -0.055
F 3.201026 -2.514223 -2.505676 0.092 0.029 0.008
C 1.175282 -3.541222 -3.179489 0.171 -0.180 -0.223
C -0.174768 -3.710954 -2.955341 -0.087 -0.200 -0.152
C -0.833507 -3.050902 -1.908333 -0.287 0.003 -0.080
N 1.787201 -4.255816 -4.251502 -0.020 -0.024 0.103
C 1.755354 -5.719432 -4.210507 0.063 0.245 -0.070
C 1.491535 -6.234546 -5.630198 0.110 0.213 -0.125
N 1.988196 -5.184368 -6.603210 0.205 -0.084 0.377
C 3.296750 -4.600692 -6.129201 -0.277 0.003 -0.009
C 3.027644 -3.766480 -4.863546 -0.255 -0.217 -0.061
H -4.113258 -4.429189 -4.267254 0.030 0.052 0.036
H -2.793326 -3.247275 -4.380738 -0.090 -0.043 0.067
H -4.272079 -2.846657 -3.498071 0.061 -0.054 -0.038
H -2.332303 -5.070849 -2.658141 0.088 -0.130 0.035
H -3.750674 -4.594938 -1.786170 -0.103 0.027 0.068
H -3.906237 -2.596192 -0.734293 0.055 -0.005 0.026
H 1.826203 -1.319150 -0.686568 -0.072 -0.056 -0.073
H -0.727044 -4.352957 -3.632695 0.081 0.106 0.070
H 0.966739 -6.065581 -3.555098 -0.105 -0.003 0.106
H 2.694864 -6.124311 -3.824014 0.078 -0.009 0.027
H 0.435408 -6.376603 -5.835727 -0.095 0.000 -0.009
H 2.023339 -7.156283 -5.843907 0.052 -0.072 -0.026
H 1.301285 -4.436220 -6.634045 -0.147 0.175 0.010
H 2.067824 -5.569644 -7.538667 0.067 -0.108 -0.180
H 3.722866 -4.002561 -6.927765 0.008 0.044 -0.060
H 3.950198 -5.445840 -5.942812 0.081 -0.091 0.041
H 2.902792 -2.719465 -5.120721 -0.034 0.126 -0.018
H 3.899229 -3.850254 -4.220162 0.122 -0.039 0.117
C 4.758814 5.059011 -2.118465 -0.023 -0.062 0.074
C 3.729388 4.303363 -1.316287 0.093 0.062 -0.048
C 3.699312 4.384800 0.066658 0.113 0.062 0.093
C 2.768679 3.693071 0.836523 -0.011 -0.007 0.142
C 2.839451 3.876800 2.341692 -0.065 -0.023 -0.197
C 1.805364 2.910595 0.181229 -0.144 -0.090 -0.235
C 1.835155 2.783255 -1.229736 -0.035 -0.108 0.135
C 0.965581 1.834551 -2.034447 0.142 0.089 0.108
C 2.800434 3.478615 -1.939438 0.067 0.027 -0.071
C 0.703870 2.259808 0.958700 0.310 0.228 -0.633
O 0.914193 1.544193 1.980984 1.388 0.393 -0.348
O -0.515392 2.425209 0.565168 1.216 0.989 -1.069
H 5.006336 6.009301 -1.644982 -0.011 -0.033 -0.008
H 4.404125 5.261623 -3.128686 -0.013 -0.011 0.022
H 5.685372 4.483632 -2.202078 -0.066 0.016 0.022
H 4.428653 5.010473 0.576895 -0.080 -0.059 -0.058
H 3.879922 4.000081 2.639293 0.005 0.010 0.003
H 2.420713 3.043289 2.895365 0.022 -0.016 -0.069
H 2.313729 4.784510 2.652748 -0.025 -0.004 -0.061
H -0.030180 1.711526 -1.633160 -0.190 -0.001 0.157
H 1.444060 0.849514 -2.081001 -0.044 0.050 0.034
H 0.871688 2.194682 -3.060680 0.032 0.001 0.085
H 2.829563 3.372217 -3.021928 -0.012 0.033 0.119
```
Forces are in eV/Å.

In the Löwdin picture, each atom carries the following charge in e: 1.64, -0.48, -0.49, 0.88, -0.50, -0.50, 0.87, -0.51, -0.49, 0.89, -0.50, -0.51, 0.86, 0.09, 0.07, 0.09, 0.07, 0.05, 0.10, 0.09, 0.08, 0.09, 0.08, 0.07, 0.09, 0.06, 0.10, 0.09, 0.08, -0.06, -0.18, -0.02, 0.05, -0.03, -0.67, -0.14, -0.08, -0.27, -0.05, -0.04, 0.09, -0.19, 0.08, -0.13, 0.06, -0.11, -0.09, -0.12, -0.06, 0.06, -0.06, -0.12, 0.09, 0.08, 0.09, 0.11, 0.13, 0.16, 0.15, 0.11, 0.13, 0.14, 0.13, 0.14, 0.18, 0.18, 0.14, 0.14, 0.14, 0.13, -0.04, -0.25, 0.00, -0.18, -0.03, -0.04, -0.18, -0.02, -0.01, -0.56, -0.19, -0.19, 0.08, 0.08, 0.09, 0.13, 0.09, 0.04, 0.09, 0.07, 0.07, 0.08, 0.12